No. 1
ORCA calculation (ωB97M-V/def2-TZVPD) on a 5-piece molecular cluster, H10O5 overall in a non-equilibrium geometry.

Last column: natural (NBO) charge in e.
Geometry (Å):
O1 -1.62 3.66 -8.05  -0.94
H1 -1.31 2.82 -7.76  0.47
H2 -0.91 4.06 -8.68  0.47
O2 -1.78 -1.46 -1.21  -0.93
H3 -2.02 -2.33 -1.55  0.46
H4 -1.06 -1.74 -0.71  0.47
O3 -0.45 -2.83 0.93  -0.98
H5 -0.45 -2.51 1.90  0.49
H6 0.48 -3.35 0.73  0.49
O4 -0.35 2.12 3.67  -0.92
H7 -0.83 1.86 4.43  0.46
H8 -0.53 1.38 3.10  0.46
O5 3.78 -0.45 3.98  -0.94
H9 3.29 0.18 4.67  0.47
H10 3.78 -1.39 4.56  0.47

M = 90.075 g mol⁻¹
charge = 0
orbital gap = 0.406 Ha
LUMO energy = 0.0548 eV
energy above the lowest of the compared OMol25 structures with the same formula, charge and spin = 60.8 kcal per mole
HOMO energy = -0.4041 Ha


No. 2
ORCA calculation (ωB97M-V/def2-TZVPD) on a 9-piece molecular cluster, C39H63N3O6 overall in a non-equilibrium geometry.

Last column: Mulliken charge in e.
Geometry (Å):
C1 11.04 -11.65 4.27  -0.32
C2 12.40 -11.57 4.38  -0.26
C3 13.08 -10.58 3.72  -0.21
N1 12.44 -9.58 3.00  -0.52
C4 11.07 -9.51 3.06  -0.25
C5 10.36 -10.58 3.70  -0.30
H1 10.49 -12.42 4.79  0.36
H2 12.88 -12.36 4.94  0.34
H3 14.15 -10.65 3.64  0.35
H4 10.54 -8.72 2.55  0.43
H5 9.29 -10.47 3.78  0.38
C6 3.62 -10.65 8.31  -0.32
C7 5.00 -10.47 8.28  -0.43
C8 5.61 -10.03 7.12  -0.13
N2 4.90 -9.58 6.07  -0.50
C9 3.50 -9.56 6.20  -0.24
C10 2.85 -10.06 7.37  -0.25
H6 3.17 -11.02 9.22  0.35
H7 5.67 -10.91 9.02  0.35
H8 6.68 -9.89 7.01  0.41
H9 2.81 -9.26 5.42  0.41
H10 1.80 -10.01 7.59  0.35
C11 -2.02 -6.60 3.62  -0.28
C12 -2.87 -7.72 3.75  -0.23
C13 -2.68 -8.88 2.91  -0.23
N3 -1.64 -8.86 2.04  -0.52
C14 -0.79 -7.79 1.89  -0.26
C15 -0.96 -6.68 2.73  -0.39
H11 -2.20 -5.83 4.36  0.36
H12 -3.56 -7.71 4.57  0.34
H13 -3.28 -9.77 3.00  0.37
H14 0.04 -7.99 1.22  0.47
H15 -0.15 -5.96 2.74  0.36
C16 5.57 -6.06 -7.76  -0.38
C17 5.12 -5.84 -9.19  -0.48
C18 4.54 -7.28 -9.46  -0.42
O1 4.73 -8.08 -8.31  -0.42
C19 5.70 -7.53 -7.44  -0.42
H16 4.92 -5.53 -7.06  0.24
H17 6.59 -5.71 -7.63  0.26
H18 5.92 -5.60 -9.89  0.31
H19 4.31 -5.11 -9.17  0.23
H20 5.23 -7.71 -10.18  0.25
H21 3.50 -7.33 -9.79  0.31
H22 6.65 -8.02 -7.65  0.27
H23 5.52 -7.77 -6.40  0.25
C20 3.45 -2.54 6.66  -0.55
C21 2.77 -3.85 6.61  -0.32
C22 3.44 -4.66 7.78  -0.31
O2 3.56 -3.60 8.73  -0.44
C23 3.80 -2.31 8.16  -0.40
H24 2.75 -1.79 6.29  0.29
H25 4.34 -2.43 6.04  0.26
H26 3.08 -4.23 5.64  0.21
H27 1.68 -3.79 6.68  0.29
H28 4.40 -5.15 7.61  0.20
H29 2.78 -5.39 8.26  0.24
H30 4.81 -1.94 8.33  0.26
H31 2.95 -1.76 8.55  0.27
C24 6.33 -13.63 -4.51  -0.51
C25 5.18 -14.62 -4.67  -0.47
C26 4.43 -14.46 -3.33  -0.42
O3 5.08 -13.46 -2.65  -0.42
C27 5.76 -12.61 -3.59  -0.45
H32 6.60 -13.22 -5.48  0.30
H33 7.23 -14.09 -4.11  0.27
H34 5.58 -15.63 -4.71  0.23
H35 4.53 -14.49 -5.53  0.30
H36 4.39 -15.39 -2.78  0.29
H37 3.40 -14.15 -3.49  0.27
H38 6.50 -11.85 -3.35  0.39
H39 5.12 -11.93 -4.15  0.24
C28 8.88 -4.35 6.53  -0.30
C29 9.43 -2.93 6.45  -0.52
C30 9.08 -2.46 4.99  -0.43
O4 8.50 -3.57 4.33  -0.41
C31 8.76 -4.74 5.07  -0.44
H40 7.94 -4.50 7.05  0.19
H41 9.66 -4.94 7.02  0.22
H42 10.49 -2.84 6.69  0.33
H43 8.92 -2.27 7.15  0.24
H44 10.06 -2.24 4.57  0.23
H45 8.34 -1.66 4.92  0.32
H46 9.67 -5.17 4.65  0.22
H47 7.99 -5.47 4.83  0.34
C32 3.26 0.38 -3.19  -0.55
C33 3.18 0.70 -4.67  -0.34
C34 3.68 -0.64 -5.24  -0.42
O5 2.98 -1.49 -4.38  -0.43
C35 3.10 -1.15 -3.01  -0.33
H48 2.50 0.88 -2.59  0.29
H49 4.18 0.70 -2.70  0.29
H50 3.85 1.52 -4.92  0.28
H51 2.12 0.86 -4.88  0.24
H52 4.71 -1.00 -5.26  0.25
H53 3.49 -0.86 -6.29  0.25
H54 4.01 -1.63 -2.64  0.20
H55 2.27 -1.57 -2.44  0.26
C36 5.76 -7.09 0.54  -0.35
C37 5.81 -6.45 -0.84  -0.66
C38 4.39 -6.38 -1.35  -0.25
O6 3.80 -6.03 -0.08  -0.45
C39 4.62 -6.23 1.05  -0.40
H56 6.70 -6.98 1.08  0.28
H57 5.48 -8.14 0.45  0.25
H58 6.27 -7.17 -1.50  0.33
H59 6.36 -5.51 -0.92  0.30
H60 4.15 -7.33 -1.82  0.25
H61 4.12 -5.59 -2.04  0.20
H62 4.06 -6.66 1.88  0.28
H63 4.95 -5.24 1.34  0.21

M = 669.948 g mol⁻¹
charge = 0
orbital gap = 0.356 Ha
LUMO energy = 0.3568 eV
HOMO energy = -0.3427 Ha


No. 3
ORCA calculation (ωB97M-V/def2-TZVPD) on a 2-piece molecular cluster, C2H11N3O overall in a non-equilibrium geometry.

Last column: natural (NBO) charge in e.
Geometry (Å):
N1 1.46 0.37 1.34  -0.87
C1 2.54 -0.60 1.28  -0.04
N2 3.82 -0.03 1.58  -0.87
H1 1.63 1.22 1.86  0.37
H2 1.05 0.48 0.43  0.37
H3 2.33 -1.47 1.92  0.14
H4 2.56 -0.98 0.25  0.17
H5 3.97 0.14 2.57  0.36
H6 4.65 -0.46 1.20  0.37
N3 -2.76 0.09 -0.25  -0.88
C2 -2.13 0.28 -1.53  0.10
O1 -3.02 -0.09 -2.54  -0.71
H7 -3.61 0.63 -0.18  0.37
H8 -2.16 0.15 0.56  0.38
H9 -1.87 1.33 -1.74  0.14
H10 -1.21 -0.32 -1.53  0.14
H11 -3.36 -0.97 -2.30  0.47

M = 93.130 g mol⁻¹
charge = 0
orbital gap = 0.371 Ha
LUMO energy = 0.9084 eV
energy above the lowest of the compared OMol25 structures with the same formula, charge and spin = 8.4 kcal per mole
HOMO energy = -0.3373 Ha


No. 4
ORCA calculation (ωB97M-V/def2-TZVPD) on one molecule with the formula C16H17ClN2O.

Last column: natural (NBO) charge in e.
Geometry (Å):
C1 1.92 -0.14 3.31  -0.60
C2 1.67 0.46 1.93  -0.06
C3 2.78 0.07 0.95  -0.39
C4 2.66 0.75 -0.42  -0.44
C5 1.45 0.34 -1.21  0.09
C6 1.24 -1.00 -1.53  -0.28
C7 0.12 -1.38 -2.26  -0.19
C8 -0.79 -0.43 -2.69  -0.24
C9 -0.58 0.90 -2.39  -0.20
C10 0.53 1.28 -1.65  -0.25
N1 0.39 0.02 1.43  -0.62
C11 -0.65 0.86 1.25  0.68
O1 -0.64 2.03 1.60  -0.62
C12 -1.83 0.26 0.55  -0.18
C13 -2.12 -1.10 0.50  -0.13
C14 -3.21 -1.53 -0.23  -0.28
C15 -3.97 -0.56 -0.89  0.19
Cl1 -5.32 -1.04 -1.84  0.02
N2 -3.73 0.73 -0.82  -0.43
C16 -2.70 1.13 -0.12  0.10
H1 1.99 -1.22 3.26  0.20
H2 2.86 0.24 3.72  0.21
H3 1.11 0.13 3.99  0.22
H4 1.61 1.55 2.01  0.23
H5 3.74 0.35 1.39  0.22
H6 2.78 -1.01 0.83  0.19
H7 3.56 0.51 -1.00  0.22
H8 2.64 1.83 -0.27  0.21
H9 1.95 -1.75 -1.23  0.21
H10 -0.03 -2.42 -2.50  0.21
H11 -1.65 -0.73 -3.26  0.22
H12 -1.28 1.65 -2.72  0.22
H13 0.68 2.32 -1.40  0.22
H14 0.35 -0.91 1.05  0.40
H15 -1.53 -1.82 1.04  0.22
H16 -3.48 -2.57 -0.30  0.23
H17 -2.52 2.20 -0.07  0.22

M = 288.778 g mol⁻¹
charge = 0
orbital gap = 0.346 Ha
LUMO energy = 0.4533 eV
energy above the lowest of the compared OMol25 structures with the same formula, charge and spin = 9.5 kcal per mole
HOMO energy = -0.3292 Ha


No. 5
ORCA calculation (ωB97M-V/def2-TZVPD) on a 10-piece molecular cluster, C40H71N3O14S7 overall in a non-equilibrium geometry.

Last column: Mulliken charge in e.
Geometry (Å):
O1 -1.22 -0.36 -1.71  -0.61
S1 -0.03 0.17 -1.01  1.03
O2 0.04 1.49 -0.41  -0.61
C1 0.66 -1.03 0.25  -0.76
C2 1.49 -2.00 -0.57  -0.56
C3 2.30 -1.16 -1.52  -0.66
C4 1.36 -0.10 -2.22  -0.61
H1 -0.15 -1.40 0.88  0.44
H2 1.34 -0.46 0.88  0.33
H3 2.00 -2.72 0.06  0.38
H4 0.78 -2.57 -1.16  0.27
H5 2.97 -1.69 -2.20  0.36
H6 3.06 -0.63 -0.95  0.30
H7 0.87 -0.37 -3.16  0.34
H8 1.87 0.85 -2.39  0.36
O3 -1.55 -0.21 6.33  -0.61
S2 -2.45 0.92 6.04  1.00
O4 -3.63 0.74 5.20  -0.61
C5 -3.03 1.73 7.64  -0.75
C6 -2.16 3.04 7.90  -0.60
C7 -1.83 3.59 6.58  -0.55
C8 -1.34 2.43 5.63  -0.65
H9 -3.20 1.01 8.43  0.42
H10 -3.98 2.18 7.36  0.34
H11 -2.64 3.79 8.53  0.33
H12 -1.26 2.79 8.46  0.31
H13 -1.10 4.37 6.80  0.31
H14 -2.73 4.03 6.17  0.31
H15 -0.37 2.12 6.01  0.29
H16 -1.24 2.59 4.56  0.45
O5 -8.25 -5.58 0.83  -0.64
S3 -7.63 -5.07 -0.40  1.09
O6 -8.15 -5.31 -1.73  -0.64
C9 -7.33 -3.31 -0.15  -0.69
C10 -5.92 -3.21 0.41  -0.62
C11 -5.07 -4.28 -0.30  -0.60
C12 -5.89 -5.60 -0.34  -0.64
H17 -8.12 -2.82 0.42  0.41
H18 -7.37 -2.86 -1.15  0.36
H19 -5.48 -2.22 0.28  0.36
H20 -5.98 -3.32 1.49  0.31
H21 -4.13 -4.45 0.24  0.32
H22 -4.81 -3.93 -1.30  0.29
H23 -5.67 -6.09 0.61  0.34
H24 -5.64 -6.33 -1.10  0.38
O7 5.13 5.49 0.41  -0.65
S4 4.22 5.37 1.55  1.06
O8 3.84 4.02 1.92  -0.62
C13 4.81 6.33 3.01  -0.66
C14 3.76 7.36 3.36  -0.62
C15 2.96 7.69 2.13  -0.58
C16 2.71 6.42 1.30  -0.70
H25 5.62 6.91 2.57  0.30
H26 5.18 5.59 3.71  0.42
H27 3.16 7.02 4.21  0.29
H28 4.22 8.18 3.90  0.35
H29 3.47 8.38 1.47  0.28
H30 2.04 8.25 2.32  0.37
H31 2.63 6.44 0.21  0.41
H32 1.92 5.82 1.76  0.33
O9 -8.43 7.95 -2.35  -0.64
S5 -7.80 6.74 -2.95  1.03
O10 -8.22 6.44 -4.29  -0.62
C17 -5.94 6.77 -2.74  -0.71
C18 -5.54 5.37 -2.13  -0.52
C19 -6.69 5.01 -1.10  -0.66
C20 -8.05 5.19 -1.95  -0.68
H33 -5.83 7.43 -1.88  0.36
H34 -5.41 7.12 -3.63  0.41
H35 -5.45 4.62 -2.92  0.30
H36 -4.59 5.54 -1.62  0.31
H37 -6.77 5.69 -0.25  0.32
H38 -6.63 4.03 -0.62  0.34
H39 -9.00 5.29 -1.42  0.41
H40 -8.03 4.36 -2.66  0.34
O11 6.72 -2.38 1.79  -0.61
S6 8.10 -2.79 1.61  1.02
O12 8.87 -3.45 2.65  -0.63
C21 8.19 -3.76 0.03  -0.70
C22 8.86 -2.84 -1.04  -0.58
C23 9.84 -1.94 -0.25  -0.59
C24 9.07 -1.35 0.98  -0.73
H41 7.22 -4.17 -0.23  0.41
H42 8.84 -4.62 0.22  0.34
H43 9.40 -3.37 -1.83  0.32
H44 8.13 -2.24 -1.59  0.30
H45 10.09 -1.08 -0.87  0.33
H46 10.80 -2.40 -0.03  0.34
H47 8.27 -0.72 0.62  0.33
H48 9.47 -0.77 1.81  0.45
O13 4.34 2.50 8.23  -0.62
S7 5.01 1.29 8.67  1.06
O14 6.17 1.40 9.51  -0.64
C25 3.76 0.09 9.42  -0.67
C26 3.79 -1.17 8.56  -0.58
C27 4.17 -0.77 7.16  -0.54
C28 5.32 0.19 7.26  -0.72
H49 2.83 0.66 9.41  0.35
H50 3.98 -0.09 10.47  0.37
H51 4.41 -1.97 8.96  0.32
H52 2.76 -1.53 8.58  0.28
H53 3.30 -0.30 6.69  0.25
H54 4.35 -1.60 6.48  0.37
H55 5.54 0.78 6.37  0.44
H56 6.21 -0.37 7.55  0.33
C29 -1.35 -4.04 -8.77  -0.38
C30 -1.10 -3.31 -7.61  -0.38
C31 -1.55 -4.02 -6.54  -0.64
N1 -2.09 -5.21 -7.02  0.01
C32 -1.97 -5.24 -8.39  -0.43
H57 -1.12 -3.77 -9.79  0.39
H58 -0.69 -2.31 -7.64  0.41
H59 -1.63 -3.79 -5.49  0.44
H60 -2.54 -5.91 -6.46  0.20
H61 -2.38 -6.08 -8.92  0.39
C33 4.15 -5.27 -7.30  -0.37
C34 3.94 -6.42 -8.03  -0.53
C35 5.18 -7.02 -8.03  -0.45
N2 6.05 -6.37 -7.19  -0.03
C36 5.38 -5.30 -6.65  -0.36
H62 3.52 -4.41 -7.14  0.41
H63 3.04 -6.62 -8.60  0.41
H64 5.31 -7.93 -8.59  0.34
H65 6.94 -6.75 -6.93  0.21
H66 5.98 -4.76 -5.93  0.37
C37 -8.35 0.34 -6.47  -0.45
C38 -8.22 -1.02 -6.29  -0.31
C39 -6.93 -1.30 -5.87  -0.61
N3 -6.27 -0.08 -5.88  0.01
C40 -7.16 0.91 -6.14  -0.44
H67 -9.18 0.92 -6.86  0.38
H68 -8.93 -1.79 -6.53  0.38
H69 -6.40 -2.22 -5.70  0.41
H70 -5.28 0.08 -5.79  0.21
H71 -6.87 1.95 -6.13  0.42

M = 1042.484 g mol⁻¹
charge = 0
orbital gap = 0.297 Ha
LUMO energy = -0.0141 eV
energy above the lowest of the compared OMol25 structures with the same formula, charge and spin = 46.6 kcal per mole
HOMO energy = -0.2972 Ha


No. 6
ORCA calculation (ωB97M-V/def2-TZVPD) on one molecule with the formula CH4FNS2 in a non-equilibrium geometry.

Last column: natural (NBO) charge in e.
Geometry (Å):
C1 -0.37 -0.13 -1.05  -0.41
N1 -0.21 -0.32 0.37  -0.77
S1 1.12 -1.33 0.85  0.19
S2 -1.09 0.48 1.46  0.79
F1 -0.23 1.93 1.67  -0.53
H1 -1.31 0.38 -1.23  0.22
H2 0.45 0.46 -1.46  0.20
H3 -0.39 -1.10 -1.55  0.21
H4 2.04 -0.37 0.96  0.11

M = 113.182 g mol⁻¹
charge = 0
orbital gap = 0.357 Ha
LUMO energy = 0.6212 eV
energy above the lowest of the compared OMol25 structures with the same formula, charge and spin = 0.0 kcal per mole
HOMO energy = -0.3346 Ha


Which formula does entry 3 have?
C2H11N3O